Record 1
ORCA calculation (ωB97M-V with the def2-TZVPD basis set) on C45H42IrN2O2S3 as an isolated structure.

Cartesian coordinates (Å):
Ir 0.1746 1.1899 -0.3017
C -2.0641 -6.9278 -4.1458
C -1.8554 -5.7876 -3.1829
C -2.9498 -5.1018 -2.6537
C -2.7759 -4.0484 -1.7732
C -1.4902 -3.6734 -1.4148
C -0.3891 -4.3237 -1.9394
C -0.5769 -5.3845 -2.8185
S -1.2859 -2.3191 -0.2586
O -2.5215 -1.4851 -0.3941
C -1.5714 -3.2213 1.2648
C -1.3929 -4.6190 1.2873
C -1.8294 -5.3979 2.3201
C -2.6323 -4.8023 3.3253
C -3.3156 -5.5835 4.2873
C -4.1359 -5.0043 5.2158
C -4.3335 -3.6111 5.1909
C -3.6747 -2.8383 4.2711
C -2.7648 -3.3959 3.3429
C -2.0412 -2.5327 2.4027
C -1.7897 -1.1827 2.8949
C -1.2339 -1.1854 4.2622
C -0.3890 -2.2339 4.6909
C 0.1178 -2.2916 5.9715
C -0.1997 -1.2866 6.8934
C -0.9707 -0.2211 6.4915
C -1.4648 -0.1246 5.1736
C -2.1720 1.0207 4.7108
C -2.3634 1.1579 3.3648
C -2.0725 0.1495 2.4217
S -2.0571 0.8166 0.7610
O -3.4163 1.2299 0.3450
C -1.2423 2.4264 1.0999
C -0.0570 2.5932 1.8228
C 0.5029 3.8700 1.9548
C -0.0946 4.9768 1.3937
C 0.5258 6.3438 1.5027
C -1.3002 4.7981 0.6920
C -1.8617 3.5535 0.5327
H -2.8245 -7.6178 -3.7770
H -1.1409 -7.4859 -4.3006
H -2.3993 -6.5598 -5.1183
H -3.9535 -5.4017 -2.9366
H -3.6128 -3.5006 -1.3563
H 0.6076 -4.0092 -1.6599
H 0.2841 -5.8994 -3.2307
H -0.8780 -5.0903 0.4596
H -1.6516 -6.4666 2.3280
H -3.1883 -6.6605 4.2599
H -4.6548 -5.6153 5.9450
H -5.0096 -3.1440 5.8967
H -3.8592 -1.7716 4.2440
H -0.1383 -3.0183 3.9859
H 0.7605 -3.1153 6.2580
H 0.1680 -1.3418 7.9112
H -1.2131 0.5746 7.1887
H -2.4411 1.8144 5.3976
H -2.7601 2.0955 2.9940
H 0.3721 1.7621 2.3708
H 1.4258 3.9854 2.5132
H 1.3251 6.3582 2.2438
H -0.2156 7.0941 1.7839
H 0.9517 6.6480 0.5439
H -1.8004 5.6654 0.2735
H -2.7927 3.4077 0.0010
C 2.1312 0.9823 4.4140
N 1.8828 -0.1549 3.5293
C 2.2286 -0.1891 2.2207
S 1.1908 -0.8405 1.0622
N 3.4303 0.3254 1.8841
C 4.5874 0.3411 2.7661
H 1.1761 1.4260 4.7002
H 2.7233 1.7358 3.8993
H 2.6548 0.6790 5.3220
H 1.0164 -0.6485 3.7154
H 3.6051 0.2631 0.8938
H 4.4156 -0.3242 3.6110
H 4.8077 1.3392 3.1485
H 5.4583 -0.0122 2.2162
C 2.0195 2.0919 -0.5697
H 2.7079 1.5120 -1.1910
H 2.4745 2.2426 0.4131
H 1.9036 3.0795 -1.0297
C 0.2726 0.6380 -2.1163
C 0.6841 0.1460 -3.3464
C 0.4058 0.8284 -4.5709
C 0.8390 0.3382 -5.7844
C 1.5652 -0.8535 -5.8621
C 1.8416 -1.5509 -4.6845
C 1.4148 -1.0753 -3.4628
H -0.1588 1.7516 -4.5177
H 0.6113 0.8851 -6.6930
H 1.9131 -1.2261 -6.8173
H 2.3968 -2.4821 -4.7317
H 1.6381 -1.6121 -2.5509

Computed properties:
ΔE to the lowest compared entry with this formula, charge and spin ... 252.1 kJ/mol
Spin multiplicity ... 5
Total charge ... -1
HOMO-LUMO gap (spin up / spin down) ... 4.53 / 6.62 eV

Here are the Mulliken charges for atoms 1 to 4, given in e: 1.067 -1.488 1.204 -0.943



Record 2
ORCA calculation (ωB97M-V with the def2-TZVPD basis set) on a 12-piece molecular cluster, C73H93N11OP overall.

Cartesian coordinates (Å):
C -4.2655 -0.4993 -1.6222
C -2.8257 -0.9965 -1.8472
C -2.4531 -1.4629 -3.2692
C -1.2524 -0.7016 -3.8600
C -1.7171 0.6994 -4.3461
C -0.4394 -1.5106 -4.8779
C 0.9599 -0.9377 -5.2028
C 1.7307 -0.1792 -4.0918
C 2.1363 1.2613 -4.4222
C 2.3579 2.1438 -3.1941
C 1.0857 2.4815 -2.4259
C 1.2422 3.7001 -1.5245
C -0.0602 4.1714 -0.8840
O -1.1357 4.2031 -1.8059
C -1.3920 5.4417 -2.4130
P -1.4698 -1.9884 -6.2238
C -0.6724 -3.4749 -7.0275
C 0.8035 -3.4105 -7.4370
C -1.2574 -0.8513 -7.7367
C -2.5806 -0.2540 -8.2449
H -4.7326 -1.0025 -0.7737
H -4.2999 0.5715 -1.3996
H -4.8955 -0.6592 -2.5018
H -2.1347 -0.1917 -1.5692
H -2.6312 -1.8037 -1.1363
H -2.1862 -2.5214 -3.2740
H -3.3204 -1.3644 -3.9301
H -0.6191 -0.5357 -2.9789
H -2.7254 0.6344 -4.7739
H -1.7539 1.4626 -3.5585
H -1.0550 1.0751 -5.1342
H 1.0007 -0.3119 -6.1196
H 1.5943 -1.7957 -5.4458
H 1.2183 -0.2231 -3.1333
H 2.6648 -0.7292 -3.9397
H 3.0692 1.2547 -4.9969
H 1.3830 1.7157 -5.0790
H 2.8463 3.0750 -3.5118
H 3.0623 1.6388 -2.5195
H 0.2759 2.6764 -3.1300
H 0.7708 1.6199 -1.8256
H 1.6736 4.5151 -2.1203
H 1.9503 3.5067 -0.7091
H -0.3724 3.4983 -0.0786
H 0.0820 5.1650 -0.4373
H -0.4855 5.8722 -2.8620
H -2.1030 5.2348 -3.2133
H -1.8265 6.1833 -1.7278
H -0.8311 -4.2856 -6.3083
H -1.2881 -3.7129 -7.9041
H 1.1083 -2.3886 -7.6725
H 1.4564 -3.7604 -6.6337
H 1.0152 -4.0269 -8.3183
H -0.5645 -0.0431 -7.4783
H -0.7719 -1.4007 -8.5484
H -2.6766 0.8050 -7.9853
H -2.6777 -0.3175 -9.3333
H -3.4429 -0.7661 -7.8043
N -3.4658 -0.5706 1.6904
C -2.7502 0.5491 1.7165
C -2.6337 1.3535 2.8439
C -3.2810 0.9663 4.0055
C -4.0208 -0.2069 3.9890
C -4.0878 -0.9311 2.8079
H -2.2480 0.8127 0.7917
H -2.0357 2.2540 2.8073
H -3.1982 1.5562 4.9096
H -4.5361 -0.5644 4.8716
H -4.6625 -1.8511 2.7616
N -2.2057 7.3445 -7.2447
C -0.9332 7.7343 -7.3060
C 0.1235 7.0166 -6.7676
C -0.1521 5.8132 -6.1341
C -1.4695 5.3950 -6.0639
C -2.4590 6.1904 -6.6259
H -0.7493 8.6768 -7.8140
H 1.1349 7.3922 -6.8488
H 0.6409 5.2131 -5.7056
H -1.7385 4.4607 -5.5885
H -3.4897 5.8604 -6.5930
N -4.5705 3.9185 -7.8470
C -4.3053 4.0052 -9.1478
C -4.8818 3.1783 -10.1000
C -5.7796 2.2100 -9.6780
C -6.0619 2.1102 -8.3266
C -5.4331 2.9856 -7.4531
H -3.5935 4.7705 -9.4399
H -4.6239 3.2902 -11.1446
H -6.2425 1.5379 -10.3894
H -6.7390 1.3584 -7.9452
H -5.6186 2.9195 -6.3871
N -0.2043 -1.0796 6.6039
C -1.4960 -1.3558 6.4405
C -2.3029 -1.8751 7.4417
C -1.7434 -2.1232 8.6847
C -0.4011 -1.8338 8.8689
C 0.3234 -1.3134 7.8042
H -1.9083 -1.1803 5.4526
H -3.3434 -2.0924 7.2374
H -2.3380 -2.5407 9.4870
H 0.0871 -2.0082 9.8185
H 1.3688 -1.0586 7.9316
N -2.2842 -6.0076 6.1634
C -2.3885 -4.8824 5.4562
C -3.0213 -4.8055 4.2245
C -3.5745 -5.9596 3.6908
C -3.4686 -7.1362 4.4132
C -2.8204 -7.1091 5.6406
H -1.9392 -3.9977 5.8907
H -3.0631 -3.8631 3.6936
H -4.0657 -5.9415 2.7263
H -3.8673 -8.0677 4.0347
H -2.7067 -8.0201 6.2150
N 2.8534 -1.9456 -1.4152
C 2.4922 -2.9658 -2.1939
C 3.1324 -4.1991 -2.1526
C 4.1787 -4.3851 -1.2652
C 4.5610 -3.3237 -0.4578
C 3.8682 -2.1275 -0.5766
H 1.6593 -2.7900 -2.8720
H 2.7927 -4.9996 -2.7964
H 4.6812 -5.3425 -1.1947
H 5.3696 -3.4202 0.2554
H 4.1378 -1.2763 0.0411
N -2.6051 13.7077 -6.1571
C -1.4730 13.0599 -6.4221
C -1.3715 11.6769 -6.4640
C -2.5048 10.9182 -6.2180
C -3.6895 11.5814 -5.9394
C -3.6871 12.9685 -5.9217
H -0.6014 13.6778 -6.6101
H -0.4213 11.2080 -6.6838
H -2.4677 9.8362 -6.2436
H -4.6016 11.0349 -5.7411
H -4.6004 13.5135 -5.7080
N 3.6364 -7.4766 1.3290
C 2.9344 -6.3503 1.4406
C 1.7538 -6.2508 2.1649
C 1.2727 -7.3800 2.8057
C 1.9938 -8.5592 2.6965
C 3.1635 -8.5544 1.9510
H 3.3287 -5.4846 0.9226
H 1.2262 -5.3078 2.2117
H 0.3516 -7.3424 3.3737
H 1.6579 -9.4702 3.1745
H 3.7476 -9.4628 1.8461
N -0.7972 -9.7831 5.4354
C -0.7204 -11.0839 5.1670
C 0.4496 -11.8203 5.2836
C 1.6004 -11.1698 5.7004
C 1.5314 -9.8153 5.9826
C 0.3123 -9.1682 5.8356
H -1.6372 -11.5618 4.8390
H 0.4537 -12.8763 5.0498
H 2.5337 -11.7088 5.8018
H 2.4024 -9.2634 6.3099
H 0.2186 -8.1079 6.0479
N 3.2392 0.3002 8.9928
C 4.0821 -0.6927 8.7184
C 5.3423 -0.8090 9.2868
C 5.7494 0.1583 10.1919
C 4.8821 1.1981 10.4873
C 3.6433 1.2233 9.8622
H 3.7387 -1.4336 8.0035
H 5.9829 -1.6389 9.0210
H 6.7252 0.1041 10.6586
H 5.1537 1.9792 11.1865
H 2.9447 2.0269 10.0676
N 6.6225 4.2624 11.9242
C 7.4992 3.7730 11.0510
C 8.8661 3.9987 11.1245
C 9.3494 4.7831 12.1593
C 8.4470 5.3023 13.0739
C 7.0996 5.0122 12.9149
H 7.0855 3.1692 10.2499
H 9.5285 3.5688 10.3856
H 10.4086 4.9859 12.2515
H 8.7755 5.9206 13.8983
H 6.3695 5.4016 13.6158

Computed properties:
Total charge ... -1
HOMO-LUMO gap ... 3.54 eV

Here are the Mulliken charges for atoms 1 to 4, given in e: -1.309 0.463 -1.270 1.033